No. 1
{
  "formula": "C3H5OPS",
  "method": "ωB97M-V with the def2-TZVPD basis set",
  "symbols": ["C", "C", "C", "O", "P", "S", "H", "H", "H", "H", "H"],
  "positions_angstrom": [[0.491, 0.066, -1.575], [-0.387, 0.217, -0.609], [-1.678, 0.034, 0.022], [0.807, 0.488, 1.378], [1.421, -0.782, 1.985], [3.290, -0.285, 2.352], [1.602, 0.262, -1.304], [0.396, -0.377, -2.686], [-1.995, 1.087, 0.314], [-2.439, -0.087, -0.748], [-1.508, -0.623, 0.870]],
  "forces_ev_per_a": [[1.5, -0.4, -0.1], [1.7, -1.3, -0.8], [0.5, 3.0, 0.2], [-1.8, 0.6, -2.3], [1.6, 0.2, 0.2], [-0.8, -0.7, 0.1], [-2.0, -0.2, -0.3], [-0.5, 1.3, 2.8], [0.5, -1.2, 0.6], [0.0, -1.1, -0.1], [-0.9, -0.2, -0.1]],
  "lowdin_charge": [0.04, -0.07, -0.07, -0.67, 0.19, 0.00, 0.12, 0.15, 0.12, 0.10, 0.08],
  "de_lowest_kj_mol": 268.6,
  "homo_energy_ev": [-8.0, -8.0]
}


No. 2
{
  "formula": "C3H5P",
  "method": "ωB97M-V with the def2-TZVPD basis set",
  "symbols": ["C", "C", "C", "P", "H", "H", "H", "H", "H"],
  "positions_angstrom": [[-1.182, 0.240, -0.275], [-0.079, -0.728, 0.064], [-1.502, -0.060, 0.959], [1.569, 0.498, 0.188], [-0.947, 1.060, -0.949], [0.117, -1.763, -0.179], [-2.035, -0.594, 1.740], [1.355, 1.238, -1.018], [2.704, 0.109, -0.531]],
  "forces_ev_per_a": [[2.1, -0.5, 0.4], [0.2, 3.1, 0.9], [1.8, -2.3, -1.6], [-1.6, 0.0, 0.5], [-1.5, 0.1, -0.3], [-0.9, 0.0, -0.2], [0.3, 0.9, -0.1], [-0.7, 0.1, 0.3], [0.2, -1.3, 0.0]],
  "lowdin_charge": [-0.25, -0.40, 0.06, 0.73, 0.07, 0.04, 0.08, -0.14, -0.18],
  "de_lowest_kj_mol": 344.0,
  "homo_energy_ev": -8.2
}


No. 3
{
  "formula": "C3H5PS",
  "method": "ωB97M-V with the def2-TZVPD basis set",
  "symbols": ["C", "C", "C", "P", "S", "H", "H", "H", "H", "H"],
  "positions_angstrom": [[-0.156, 2.565, -0.416], [-1.207, 0.313, -0.618], [-0.087, -0.577, -0.387], [-0.824, 1.857, -1.687], [0.716, -0.447, 1.277], [0.292, 3.090, 0.390], [-1.848, 0.742, 0.192], [0.608, -0.516, -1.310], [-0.595, -1.693, -0.318], [1.952, -0.938, 0.874]],
  "forces_ev_per_a": [[-0.8, -1.0, -1.0], [-0.4, 3.1, 0.6], [-0.4, -3.3, -0.6], [0.2, 0.1, 0.0], [1.2, -0.1, -1.0], [0.1, 0.0, 0.5], [0.4, -1.3, -0.3], [-0.7, -0.4, 1.9], [1.3, 2.5, -0.6], [-1.0, 0.3, 0.4]],
  "lowdin_charge": [-0.29, -0.43, -0.72, 0.75, 0.62, -0.04, 0.04, 0.09, 0.12, -0.13],
  "de_lowest_kj_mol": 451.0,
  "homo_energy_ev": [-8.4, -8.1]
}


No. 4
{
  "formula": "C3H6",
  "method": "ωB97M-V with the def2-TZVPD basis set",
  "symbols": ["C", "C", "C", "H", "H", "H", "H", "H", "H"],
  "positions_angstrom": [[-1.647, 0.140, 0.341], [-0.569, -0.340, -0.402], [1.346, -0.061, 0.015], [-2.644, 0.057, -0.005], [-1.523, 0.723, 1.265], [-0.564, -1.003, -1.211], [1.837, -0.470, -0.851], [1.621, -0.588, 1.016], [1.428, 1.000, 0.207]],
  "forces_ev_per_a": [[4.0, -0.6, -1.4], [1.5, 2.3, 4.3], [-4.1, -1.3, 1.9], [-0.8, -0.5, -0.4], [0.2, -0.2, -0.6], [-0.6, -0.6, -1.2], [0.3, 0.1, -0.1], [-0.6, 0.6, -2.0], [0.2, 0.2, -0.5]],
  "lowdin_charge": [-0.05, -0.07, -0.03, 0.02, 0.04, 0.01, 0.01, 0.06, 0.01],
  "de_lowest_kj_mol": 191.3,
  "homo_energy_ev": -9.7
}


No. 5
{
  "formula": "C3H6",
  "method": "ωB97M-V with the def2-TZVPD basis set",
  "symbols": ["C", "C", "C", "H", "H", "H", "H", "H", "H"],
  "positions_angstrom": [[1.429, 0.299, -0.395], [0.264, 0.038, 0.127], [-1.177, -0.121, -0.223], [2.369, 0.410, 0.045], [1.367, 0.785, -1.360], [0.326, -1.253, 2.619], [-1.790, -0.411, 0.706], [-1.337, -0.659, -1.126], [-1.450, 0.912, -0.392]],
  "forces_ev_per_a": [[-1.7, 1.0, -0.8], [0.0, -1.5, 0.8], [0.4, 1.4, 2.5], [1.2, -0.3, 1.1], [0.2, -0.1, -0.7], [0.0, 0.2, -0.3], [0.9, -0.1, -1.7], [-0.3, -0.9, -0.5], [-0.6, 0.4, -0.3]],
  "lowdin_charge": [-0.06, -0.17, -0.13, 0.02, 0.06, 0.06, 0.09, 0.06, 0.06],
  "de_lowest_kj_mol": 500.2,
  "homo_energy_ev": [-9.9, -8.1]
}


No. 6
{
  "formula": "C3H6AgF3O",
  "method": "ωB97M-V with the def2-TZVPD basis set",
  "symbols": ["H", "C", "F", "F", "F", "Ag", "C", "O", "C", "H", "H", "H", "H", "H"],
  "positions_angstrom": [[-0.114, 0.470, -1.189], [-0.811, 0.176, -1.987], [-1.986, 0.913, -1.599], [-0.266, 0.678, -3.112], [-1.247, -1.045, -2.340], [-2.100, 0.153, 1.753], [1.451, 0.651, 1.182], [0.966, -0.374, 0.367], [-0.221, -0.999, 0.858], [2.311, 1.111, 0.678], [0.691, 1.439, 1.351], [1.769, 0.257, 2.163], [-0.569, -1.790, 0.175], [0.127, -1.639, 1.699]],
  "forces_ev_per_a": [[-0.2, -1.7, -0.1], [-1.8, 2.1, -0.7], [1.7, -1.1, -1.1], [-0.6, 0.3, 0.2], [0.7, 0.6, 1.3], [-0.2, 0.1, 0.1], [0.4, 0.9, 1.0], [-2.4, -0.7, -0.5], [3.3, -1.9, -0.2], [-0.2, -0.3, 0.1], [0.3, -0.4, -0.1], [-0.1, 0.1, -0.2], [-0.3, 1.0, -0.6], [-0.7, 1.0, 0.8]],
  "lowdin_charge": [0.14, -0.39, -0.02, 0.10, 0.11, 0.23, -0.13, -0.27, -0.18, 0.10, 0.08, 0.10, 0.06, 0.07],
  "de_lowest_kj_mol": 0.0,
  "homo_energy_ev": [-6.1, -11.0],
  "spin_multiplicity": 3
}


No. 7
{
  "formula": "C3H6BBrO2",
  "method": "ωB97M-V with the def2-TZVPD basis set",
  "symbols": ["B", "C", "C", "C", "O", "O", "Br", "H", "H", "H", "H", "H", "H"],
  "positions_angstrom": [[-0.280, -0.642, 1.105], [0.221, 0.266, -1.228], [0.897, -0.802, -0.285], [0.571, 1.588, -1.536], [-0.279, 0.502, 1.865], [-1.158, -1.768, 1.237], [-0.488, 2.907, -2.403], [0.741, -1.785, -0.489], [-0.604, -0.378, -1.422], [1.973, -0.634, -0.022], [1.380, 2.179, -1.021], [-1.148, 0.526, 2.401], [-1.826, -1.959, 1.799]],
  "forces_ev_per_a": [[0.8, -1.4, -1.0], [2.3, 1.0, 0.7], [-0.4, 5.0, 3.3], [-0.3, -2.5, 2.1], [-2.5, -0.9, 0.7], [4.9, 2.4, -3.7], [-0.2, -0.5, -0.2], [-0.5, -2.6, -1.6], [-1.6, 1.1, -1.7], [-1.0, 0.1, 0.0], [-0.6, -1.5, -0.7], [2.1, 0.1, -1.0], [-3.1, -0.3, 3.0]],
  "lowdin_charge": [-0.47, -0.19, -0.06, -0.61, 0.13, 0.15, 0.60, 0.03, 0.08, 0.10, 0.05, 0.15, 0.03],
  "de_lowest_kj_mol": 154.0,
  "homo_energy_ev": -8.6
}


No. 8
{
  "formula": "C3H6BiMgO4S",
  "method": "ωB97M-V with the def2-TZVPD basis set",
  "symbols": ["Mg", "S", "O", "O", "O", "C", "C", "O", "C", "Bi", "H", "H", "H", "H", "H", "H"],
  "positions_angstrom": [[0.669, 1.584, 0.518], [3.372, 0.818, -0.419], [2.893, -0.676, 0.090], [2.582, 1.897, 0.512], [0.029, 0.919, -1.247], [-1.289, 0.467, -1.171], [-1.515, -0.764, -0.277], [-0.341, -1.147, 0.432], [-0.004, -0.205, 1.550], [1.276, -1.107, -0.807], [-1.565, 0.155, -2.197], [-1.951, 1.274, -0.801], [-1.753, -1.637, -0.903], [-2.326, -0.583, 0.445], [0.804, -0.760, 2.059], [-0.881, -0.234, 2.216]],
  "forces_ev_per_a": [[0.6, 0.8, 0.3], [-0.9, 2.4, 0.0], [2.6, -0.3, 3.5], [0.3, -1.6, -1.0], [1.6, -1.0, 1.2], [-1.0, 0.3, -0.9], [-0.9, -0.7, -0.3], [-1.8, -0.3, 1.9], [0.1, 0.5, 1.0], [-0.8, -0.6, -5.8], [-0.4, 0.5, 0.5], [0.2, -0.3, -0.5], [-0.2, 0.3, 0.3], [0.4, -0.3, -0.2], [-0.3, 0.3, 0.1], [0.4, 0.0, -0.2]],
  "lowdin_charge": [0.82, 0.82, -0.90, -0.71, -0.42, -0.31, -0.20, -0.55, -0.17, 1.92, 0.14, 0.14, 0.14, 0.15, 0.06, 0.07],
  "charge": 1,
  "de_lowest_kj_mol": 0.0,
  "homo_energy_ev": [-11.7, -11.7]
}


No. 9
{
  "formula": "C3H6Br2N3",
  "method": "ωB97M-V with the def2-TZVPD basis set",
  "symbols": ["C", "C", "C", "N", "N", "N", "Br", "Br", "H", "H", "H", "H", "H", "H"],
  "positions_angstrom": [[-0.203, -1.055, -1.401], [0.099, -0.281, 1.334], [0.167, 1.803, 0.264], [-0.799, -0.021, -0.904], [0.608, -1.846, -0.801], [-0.650, 0.573, 0.449], [-0.832, -1.409, 2.426], [1.434, -3.328, -1.351], [-0.470, -1.165, -2.439], [1.134, -0.368, 1.082], [0.423, 2.316, 1.218], [1.058, 1.372, -0.212], [-0.398, 2.664, -0.397], [-1.572, 0.746, 0.731]],
  "forces_ev_per_a": [[-0.6, 0.2, -1.5], [-0.7, 0.1, 1.1], [-0.6, 3.0, -1.5], [-1.8, 2.1, -0.3], [2.0, -1.2, 3.0], [3.0, -1.8, -1.3], [0.2, 0.0, -0.1], [-0.5, 0.4, -0.7], [-0.3, -0.2, -0.5], [0.2, -0.2, 0.2], [-0.3, -0.9, -0.4], [-0.1, 1.0, 0.0], [1.4, -2.7, 1.3], [-1.8, 0.3, 0.7]],
  "lowdin_charge": [-0.35, -0.62, 0.00, 0.15, -0.47, -0.20, 0.87, 0.88, 0.13, 0.07, 0.12, 0.10, 0.18, 0.14],
  "charge": 1,
  "de_lowest_kj_mol": 474.7,
  "homo_energy_ev": [-14.2, -12.7]
}


No. 10
{
  "formula": "C3H6Br2O",
  "method": "ωB97M-V with the def2-TZVPD basis set",
  "symbols": ["C", "C", "C", "O", "Br", "Br", "H", "H", "H", "H", "H", "H"],
  "positions_angstrom": [[1.369, -0.334, -0.114], [0.189, 0.592, 0.269], [-1.105, -0.043, -0.666], [-0.073, 0.689, 1.561], [-2.666, 1.135, -0.127], [-1.557, -1.825, 0.056], [1.154, -1.340, 0.107], [2.290, 0.039, 0.098], [1.310, -0.276, -1.154], [0.485, 1.503, -0.187], [-0.706, -0.173, -1.723], [-0.688, 0.033, 1.880]],
  "forces_ev_per_a": [[-3.3, 0.4, -0.3], [-0.2, -3.4, -3.6], [1.6, 1.2, 2.1], [-0.3, 1.2, 2.3], [1.0, -0.7, -1.2], [0.2, 0.5, -0.5], [0.3, -1.2, 0.8], [2.6, 0.8, 1.4], [0.3, -0.2, -2.2], [-0.5, 1.4, -0.1], [-1.5, 0.6, 1.2], [-0.3, -0.6, 0.0]],
  "lowdin_charge": [-0.06, -0.56, -0.92, -0.04, 0.57, 0.62, 0.03, 0.05, 0.05, 0.12, 0.07, 0.06],
  "de_lowest_kj_mol": 104.6,
  "homo_energy_ev": -10.2
}